Below is a structure of composition C76H162CuF9NO9P4 at a distorted geometry, with properties calculated with ωB97M-V with the def2-TZVPD basis set.

- <S²> = 0.75
- net charge = +2
- LUMO (alpha / beta) (eV) = -3.31 / -4.30
- DFT total energy (eV) = -207589.78774
- spin multiplicity = 2
- frontier orbital gap (alpha / beta) (eV) = 7.745 / 6.508

```
262
Properties=species:S:1:pos:R:3:forces:R:3:mulliken_charge:R:1
Cu -1.0452 -1.4953 -0.2540 0.165 -1.149 -0.858 -0.569
C -3.6763 6.9220 2.6129 -0.448 1.457 -1.488 -1.508
C -3.2228 6.1750 1.3201 0.044 -0.610 2.900 -0.587
C -3.6341 4.6685 1.4681 1.148 0.655 -1.251 1.021
C -5.0066 4.3966 0.8140 0.680 -0.874 0.080 -1.362
P -5.4413 2.5780 0.6556 0.514 -0.766 0.726 0.336
C -4.5076 1.7571 -0.7543 -1.132 -0.665 -0.034 0.084
C -3.2762 2.4508 -1.2036 0.769 1.372 0.906 -0.034
C -2.5466 1.9753 -2.4265 0.639 -0.701 -1.197 2.050
C -3.2301 2.0786 -3.8374 0.306 0.026 1.748 -1.546
C -4.8452 1.7109 2.2187 -0.483 0.428 -0.360 -0.121
C -5.6782 2.0321 3.5017 -1.013 1.562 -3.799 -0.571
C -5.3905 1.3227 4.7207 -0.147 -0.769 1.718 -0.904
C -3.9971 1.5486 5.2603 0.153 -1.150 -0.606 -0.815
C -7.2728 2.3614 0.5064 0.175 -0.910 -0.491 -0.795
C -7.7598 0.8820 0.6424 0.939 -0.155 0.920 0.011
C -9.2457 0.7113 0.9959 1.338 -0.184 0.729 -0.771
C -9.4591 1.1092 2.4936 -1.336 0.201 -0.835 -1.189
H -4.7549 7.0785 2.5999 -0.136 -0.172 0.285 0.395
H -3.2619 7.9285 2.5561 -0.026 0.219 0.139 0.467
H -3.3644 6.5436 3.5863 0.089 -0.619 -0.374 0.311
H -2.1390 6.2694 1.3874 0.239 -0.468 -0.328 0.087
H -3.4770 6.6270 0.3613 -0.561 0.031 0.242 0.511
H -3.6483 4.3057 2.4958 -0.014 0.446 0.143 0.220
H -2.7329 4.2322 1.0373 -0.643 -1.132 -0.432 -0.735
H -5.0533 4.8194 -0.1895 -0.109 0.064 -0.007 0.709
H -5.6964 4.9288 1.4690 -0.574 -0.295 -0.267 0.602
H -5.1263 1.6499 -1.6453 -0.709 0.144 0.195 0.960
H -4.2567 0.7355 -0.4688 -0.136 -0.143 0.435 -0.336
H -2.5697 2.4517 -0.3736 0.201 -0.075 0.056 -1.037
H -3.5531 3.4994 -1.3119 0.206 0.365 -0.420 0.559
H -2.1270 0.9723 -2.3489 -0.383 -0.341 0.583 -0.714
H -1.6090 2.5310 -2.4381 0.014 0.425 -0.114 -0.935
H -2.5210 2.6374 -4.4481 -0.558 -0.095 -0.453 0.138
H -4.1861 2.5860 -3.7074 0.000 0.278 -0.471 0.608
H -3.4304 1.0780 -4.2204 0.056 0.190 -0.226 0.187
H -3.7949 1.9979 2.2711 0.177 0.187 0.222 -0.116
H -4.7890 0.6421 2.0122 -0.297 -0.128 -0.170 0.887
H -6.7316 1.8675 3.2752 -0.174 -0.432 -0.327 -0.088
H -5.7192 3.1191 3.5721 0.585 0.348 0.617 0.366
H -5.6301 0.2685 4.5812 0.422 -0.295 -0.093 0.398
H -6.1963 1.6331 5.3859 0.281 0.149 0.637 0.349
H -3.8045 0.8714 6.0924 -0.078 0.759 0.654 0.458
H -3.7813 2.6117 5.3669 0.093 -0.161 0.565 0.332
H -3.2981 1.1353 4.5331 0.214 0.301 -0.409 -0.065
H -7.6006 2.6076 -0.5036 0.244 0.712 -0.039 0.631
H -7.7363 3.0470 1.2157 -0.045 -0.078 0.061 0.399
H -7.2391 0.3804 1.4581 0.251 0.154 0.288 0.181
H -7.3957 0.2963 -0.2017 -0.433 0.201 -0.473 -0.064
H -9.4649 -0.3527 0.9070 -0.066 -0.019 -0.096 0.381
H -9.8525 1.2221 0.2483 -0.361 0.267 0.462 0.388
H -9.3689 2.1820 2.6644 0.028 0.074 -0.063 0.269
H -8.8831 0.6067 3.2707 0.534 -0.290 -0.573 0.319
H -10.4861 0.8385 2.7388 -0.166 0.245 0.096 0.449
C 6.9838 1.9682 6.6303 -0.205 0.152 1.306 -1.208
C 6.2999 2.8997 5.6707 -0.423 1.173 -1.216 -0.818
C 5.5520 2.2120 4.5212 0.831 -0.966 1.000 -0.675
C 4.3626 1.2974 4.9373 -0.355 0.948 -0.171 -1.158
P 2.7862 1.9161 4.3118 -0.120 -0.148 -2.573 0.747
C 2.2601 3.6108 4.6665 1.202 0.976 1.270 -1.208
C 0.9466 4.0869 4.0748 -0.668 -0.922 -0.531 0.443
C 0.5368 5.5486 4.2709 0.109 -0.393 0.741 -0.967
C 1.3735 6.5729 3.5158 -0.670 -1.129 0.216 -0.930
C 1.4648 0.7173 4.6756 0.986 0.866 -0.305 0.908
C 1.4934 0.3440 6.1326 -0.473 -0.833 0.535 -1.261
C 0.3127 -0.5364 6.5634 -0.189 -0.430 0.229 0.479
C 0.5194 -1.1915 7.9507 -0.631 1.222 0.080 -1.521
C 3.0045 2.0042 2.4658 -1.434 1.188 0.824 -0.159
C 3.6346 0.8116 1.8966 1.009 -1.118 1.161 -1.285
C 3.6518 0.6908 0.4209 0.642 -1.453 -1.453 0.637
C 4.6042 -0.4785 -0.0656 -0.371 0.681 0.171 -1.093
H 7.5409 1.1171 6.2387 -0.044 0.232 -0.568 0.330
H 6.2915 1.5480 7.3598 -0.126 -0.049 0.048 0.308
H 7.6787 2.5802 7.2052 0.126 -0.210 0.138 0.392
H 7.0686 3.5071 5.1929 0.205 -0.055 -0.226 0.410
H 5.6882 3.6828 6.1186 -0.196 -0.272 0.700 0.307
H 6.4055 1.6052 4.2187 -0.545 -0.635 -0.864 0.544
H 5.2888 2.8454 3.6741 0.040 0.231 0.224 0.474
H 4.1592 1.1282 5.9948 0.738 0.058 0.202 0.745
H 4.4217 0.3254 4.4476 -0.016 -0.161 0.093 0.454
H 3.0688 4.2783 4.3691 0.380 -0.198 -0.561 0.692
H 2.3263 3.7856 5.7403 -0.529 -0.226 0.399 0.743
H 0.1859 3.4308 4.4976 -0.346 0.173 -0.002 0.190
H 0.9402 3.8445 3.0121 -0.043 0.025 -0.213 -0.371
H 0.7259 5.7741 5.3205 -0.390 0.050 0.301 0.392
H -0.5398 5.6252 4.1185 0.017 0.045 -0.197 0.359
H 0.9365 7.5566 3.6877 0.634 0.108 0.095 0.365
H 1.3784 6.3668 2.4454 0.204 0.040 -0.062 0.014
H 2.3349 6.3596 3.9829 0.505 1.111 -0.573 0.439
H 1.6164 -0.1589 4.0452 -0.303 0.123 -0.306 -0.044
H 0.6139 1.3286 4.3750 -0.615 -0.619 -0.108 -0.181
H 1.5025 1.2564 6.7290 -0.011 -0.004 0.362 0.435
H 2.3861 -0.2308 6.3790 0.306 0.166 -0.133 0.292
H 0.0609 -1.3426 5.8743 0.539 0.026 -0.479 -0.330
H -0.5857 0.0784 6.5084 -0.159 0.114 0.483 0.243
H 0.9362 -0.4360 8.6168 0.278 -0.071 0.170 0.358
H 1.1405 -2.0862 7.9939 0.007 0.124 -0.357 0.336
H -0.4536 -1.4048 8.3932 0.008 -0.337 -0.083 0.436
H 3.5337 2.9199 2.2020 0.089 0.213 0.164 1.021
H 1.9980 2.1035 2.0595 -0.338 0.077 0.020 -0.210
H 3.1505 -0.0365 2.3809 0.043 -0.529 -0.371 0.336
H 4.6591 0.8290 2.2683 0.368 -0.366 -0.105 0.260
H 4.0688 1.5923 -0.0278 0.019 0.324 0.006 -0.019
H 2.6519 0.5677 0.0048 -0.134 -0.085 0.062 -0.223
H 5.5801 -0.3493 0.4024 0.200 0.185 -0.126 0.511
H 4.7115 -0.4413 -1.1497 0.081 0.138 0.090 -0.263
H 4.3291 -1.5093 0.1578 -0.592 0.248 0.249 0.068
C 0.4007 3.4469 -4.9852 0.826 1.085 0.302 -0.187
C 1.0843 4.5548 -5.8038 0.263 0.300 0.165 -1.364
C 2.1394 5.3445 -5.0395 1.372 -0.486 1.086 -0.947
C 3.4519 4.4680 -4.7174 -1.857 1.160 -0.520 -0.612
P 4.3677 5.1289 -3.3345 0.724 0.337 -1.381 1.224
C 4.8774 6.8061 -3.8067 -0.304 1.092 0.512 -1.261
C 5.7639 7.6644 -2.8453 0.547 -0.843 -0.843 -0.713
C 7.2388 7.3321 -3.0860 0.175 0.479 0.161 -0.194
C 7.7944 7.7992 -4.4544 0.395 -0.733 -0.182 -1.391
C 3.2735 5.3928 -1.9687 -1.257 -0.844 1.772 -1.840
C 2.2523 4.2720 -1.5219 1.318 0.561 -1.295 1.919
C 1.4351 4.6997 -0.3371 1.193 0.402 0.440 -0.631
C 0.1946 3.9274 -0.2100 -1.244 -0.967 0.990 -0.573
C 5.8130 4.0166 -3.1503 -0.528 -0.692 0.682 -1.199
C 5.4285 2.4985 -3.2632 0.940 0.145 -0.758 0.148
C 6.6449 1.5062 -3.2941 -0.468 -0.709 0.355 -0.978
C 6.2141 0.0811 -3.8453 0.649 1.369 0.469 -0.930
H 0.0155 3.9361 -4.0905 -0.354 -0.163 0.178 0.041
H 1.1950 2.7824 -4.6452 -0.380 -0.543 -0.075 -0.259
H -0.4148 2.9323 -5.4933 0.332 -0.051 -0.073 0.676
H 0.3737 5.3284 -6.0947 -0.202 -0.365 -0.592 0.461
H 1.6349 4.1242 -6.6402 -0.528 0.059 -0.488 0.408
H 1.7405 5.7930 -4.1296 -0.286 -0.334 0.304 0.415
H 2.5059 6.2288 -5.5609 -0.188 -0.154 -0.554 0.523
H 4.0312 4.5487 -5.6372 0.415 -0.406 0.176 0.924
H 3.1825 3.4307 -4.5187 0.081 0.041 -0.024 -0.341
H 3.9510 7.3723 -3.9038 -0.414 -0.286 -0.093 0.583
H 5.2800 6.7996 -4.8196 0.295 -0.175 0.066 0.663
H 5.5257 7.5384 -1.7891 -0.222 -0.264 -0.017 0.219
H 5.6362 8.7286 -3.0436 -0.321 -0.048 -0.218 0.492
H 7.4036 6.2691 -2.9095 0.033 -0.181 -0.387 0.095
H 7.7710 7.7781 -2.2458 0.393 0.341 -0.262 0.419
H 8.8334 7.5036 -4.5997 0.298 0.318 0.600 0.393
H 7.7136 8.8610 -4.6875 -0.087 0.052 0.468 0.358
H 7.4026 7.2843 -5.3316 -0.814 -0.147 0.153 0.347
H 2.6468 6.2760 -2.0924 0.344 0.250 -0.628 0.703
H 3.8863 5.6456 -1.1035 0.256 -0.048 0.144 0.703
H 2.8168 3.3551 -1.3518 -0.226 -0.148 0.340 -0.766
H 1.5787 4.0419 -2.3473 0.025 0.076 -0.202 -0.543
H 1.1579 5.7535 -0.3110 0.238 0.295 -0.514 0.567
H 2.0186 4.5821 0.5761 0.299 -0.122 0.115 0.045
H -0.0900 4.0347 0.8367 -0.825 0.108 -0.021 -0.001
H 0.2969 2.8470 -0.3126 0.239 -0.145 -0.365 -0.381
H -0.5825 4.2785 -0.8889 -0.135 -0.052 0.096 0.710
H 6.2664 4.2303 -2.1823 0.088 -0.058 0.164 0.604
H 6.5563 4.3146 -3.8898 -0.161 0.031 -0.245 0.630
H 4.9130 2.3122 -4.2054 -0.066 0.254 -0.090 0.286
H 4.6880 2.2552 -2.5012 0.320 -0.201 0.204 -0.223
H 7.0870 1.4496 -2.2994 -0.231 -0.320 0.288 0.430
H 7.5096 1.8307 -3.8730 -0.384 0.543 -0.499 0.446
H 5.6085 -0.4526 -3.1129 -0.249 0.066 -0.348 -0.046
H 7.0773 -0.5407 -4.0825 0.155 0.125 0.248 0.476
H 5.7202 0.2481 -4.8026 -0.426 -0.224 0.174 0.342
C 1.9209 -4.2293 -4.4050 0.697 -0.373 -0.253 -1.681
C 1.1221 -4.2505 -3.1192 0.661 -0.547 0.022 1.401
C -0.1930 -5.0085 -3.1354 -0.848 1.328 -0.005 0.426
C -0.2040 -6.5260 -2.9546 0.101 -0.231 0.300 -1.447
P -0.1438 -7.2448 -1.3011 0.737 0.834 2.121 0.287
C -1.5532 -6.5722 -0.3386 0.024 -1.492 1.417 -0.649
C -1.8217 -7.3237 1.1125 2.083 1.430 -1.217 -0.608
C -3.1435 -7.0467 1.7326 -1.689 -0.792 -1.479 -0.250
C -4.3492 -7.6160 0.9194 0.194 0.416 0.610 -1.293
C -0.2272 -9.0678 -1.3336 -1.215 0.490 -1.209 -0.684
C -1.6624 -9.5209 -1.7570 0.252 -0.383 0.833 -0.319
C -1.7993 -11.0296 -2.0687 -1.666 0.405 -0.948 -0.516
C -3.2792 -11.4533 -1.9106 -0.009 -1.436 -0.078 -1.428
C 1.4440 -6.8107 -0.4664 -0.811 -0.056 0.242 -0.113
C 2.6346 -7.4095 -1.2177 0.972 0.789 0.400 -0.321
C 4.0094 -7.2890 -0.4772 -1.348 0.248 1.041 -0.720
C 5.1480 -8.1194 -1.0565 -0.070 0.750 0.229 -1.304
H 2.9292 -3.8559 -4.2255 -0.059 0.509 0.161 0.385
H 1.4710 -3.6115 -5.1822 -0.097 -0.089 0.015 0.301
H 2.1629 -5.2159 -4.8001 -0.506 -0.326 -0.201 0.404
H 0.9419 -3.2088 -2.8538 -0.075 -0.159 0.353 -0.890
H 1.7197 -4.7440 -2.3528 0.315 0.464 0.306 -0.238
H -0.6995 -4.7469 -4.0644 -0.091 -0.454 -0.253 0.119
H -0.7926 -4.4609 -2.4082 -0.352 -0.523 0.441 -0.284
H 0.6212 -6.9680 -3.5130 -0.162 -0.278 -0.264 0.620
H -1.1655 -6.9543 -3.2379 -0.012 0.055 -0.821 0.673
H -2.4314 -6.7131 -0.9686 -0.102 0.074 -0.071 0.747
H -1.3611 -5.5055 -0.2229 -0.022 0.192 0.125 0.254
H -1.1762 -6.8731 1.8664 0.865 0.102 -0.405 0.165
H -1.4985 -8.3637 1.0681 -0.490 -0.183 -0.131 0.523
H -3.3122 -5.9713 1.6767 0.141 0.146 0.487 -0.081
H -3.1130 -7.3716 2.7726 -0.229 -0.030 -0.038 0.472
H -5.2337 -7.4749 1.5406 -0.253 0.162 -0.403 0.399
H -4.3706 -8.6547 0.5897 0.585 -0.230 0.414 0.262
H -4.4051 -7.0353 -0.0013 -0.434 0.157 0.068 0.256
H 0.1369 -9.5063 -0.4045 -0.066 0.118 -0.004 0.585
H 0.4360 -9.3347 -2.1564 0.261 -0.291 0.098 0.657
H -2.0028 -8.9077 -2.5914 0.199 -0.283 -0.475 0.363
H -2.4346 -9.2844 -1.0250 0.362 0.108 0.620 -0.151
H -1.2029 -11.7266 -1.4800 0.337 0.434 0.013 0.379
H -1.6061 -11.1451 -3.1351 0.621 -0.310 0.054 0.313
H -4.0154 -10.9399 -2.5291 0.118 0.897 0.582 0.347
H -3.5490 -11.6468 -0.8723 -0.293 1.048 0.211 0.334
H -3.4971 -12.4586 -2.2709 0.807 -0.419 -0.422 0.457
H 1.3761 -7.0776 0.5882 -0.046 -0.678 0.080 0.956
H 1.4432 -5.7247 -0.3739 0.199 0.275 -0.527 -0.473
H 2.7329 -6.7545 -2.0833 0.008 -0.606 -0.653 -0.038
H 2.4544 -8.4533 -1.4748 0.002 0.057 -0.250 0.426
H 3.8351 -7.5515 0.5663 -0.045 -0.474 0.166 0.450
H 4.1745 -6.2168 -0.3712 0.591 0.105 -0.390 0.299
H 5.9829 -8.2808 -0.3746 -0.265 0.081 0.400 0.382
H 5.6119 -7.5509 -1.8626 -0.258 -0.609 -0.605 0.321
H 4.7413 -9.1029 -1.2919 0.327 0.048 -0.582 0.336
C 0.7125 -0.0848 -3.0767 -5.093 -1.033 1.384 -0.344
O 0.2363 -1.0336 -4.0647 0.452 -1.242 -1.227 -0.366
O 0.0622 -0.3224 -1.8129 2.024 0.483 -1.372 1.844
C 2.2411 0.0001 -3.2103 0.203 -1.579 -0.233 0.653
F 2.8080 1.0066 -2.5486 -0.367 0.856 1.086 0.105
F 2.8432 -1.1239 -2.7749 -0.121 0.074 -0.107 -0.060
F 2.6652 0.2141 -4.4743 -0.525 -0.276 -0.342 -0.387
C -1.1840 -1.1644 -4.4115 -0.643 0.107 1.271 0.765
C -1.5938 -2.1237 -5.5759 1.842 1.325 0.114 -1.347
H -1.1798 -3.1099 -5.3659 -0.559 -0.128 -0.075 0.226
H -2.6671 -2.0598 -5.7550 -0.041 -0.399 0.634 0.274
H -1.1743 -1.8063 -6.5305 0.331 0.059 -0.045 0.412
H -1.6854 -0.2007 -4.5012 0.564 0.580 -0.656 -0.112
H -1.7605 -1.5352 -3.5640 0.454 -0.375 0.578 -0.367
H 0.2839 0.8280 -3.4904 0.423 1.000 0.264 -0.466
C -4.1726 -2.9264 -1.4135 3.374 0.125 -0.847 -0.082
O -4.6976 -2.4447 -2.6501 -1.870 0.132 1.734 -0.393
O -3.0262 -2.1357 -1.1339 -1.135 -0.020 1.472 0.321
C -5.2029 -3.3227 -0.2537 -1.682 1.664 -1.330 0.422
F -6.2256 -4.1457 -0.6292 1.104 -0.420 -0.686 -0.348
F -4.6446 -3.8733 0.7941 0.892 -0.295 0.470 -0.178
F -5.9313 -2.2492 0.1794 0.749 0.625 0.647 -0.115
C -5.6746 -1.3920 -2.5539 -0.013 0.553 -1.325 1.023
C -6.3578 -1.3969 -3.9255 0.749 -0.229 -1.096 -1.567
H -6.4133 -2.4091 -4.3261 -1.008 -0.398 0.747 0.356
H -7.2541 -0.8041 -4.1081 -0.212 -0.287 0.615 0.402
H -5.7035 -1.0819 -4.7383 0.683 0.853 0.344 0.286
H -5.1895 -0.4296 -2.3911 0.457 0.089 -0.136 -0.503
H -6.3836 -1.4284 -1.7268 -0.038 -0.849 -0.190 0.173
H -3.7781 -3.8855 -1.7491 -0.207 -0.691 0.270 -0.146
C 0.4001 -3.5492 1.4511 -2.797 -0.818 -1.358 0.529
O -0.4144 -2.5360 2.1143 0.617 -1.374 1.517 0.357
O 0.0117 -3.4944 0.0885 1.097 1.284 1.854 -0.771
C 1.8773 -3.4874 1.8952 -1.117 2.054 -1.092 0.283
F 1.9743 -3.2820 3.2131 0.052 -0.840 0.721 -0.301
F 2.6130 -4.5586 1.5473 -0.295 0.427 0.183 -0.227
F 2.3759 -2.3744 1.3661 1.334 0.431 -0.752 -0.172
C -1.1151 -2.8637 3.3798 -0.222 0.403 -0.680 -0.829
C -1.8481 -1.5781 3.7013 -0.350 -0.078 0.146 -0.142
H -2.4879 -1.6564 4.5803 0.280 -0.182 0.354 0.757
H -1.1324 -0.7674 3.8379 -0.123 0.107 -0.057 -0.511
H -2.5608 -1.3303 2.9147 0.292 0.079 -0.351 0.030
H -0.5411 -3.2357 4.2285 1.165 0.608 -0.206 0.495
H -1.8154 -3.6976 3.3312 -0.343 -0.067 -1.116 0.153
H 0.1575 -4.5378 1.8408 -0.758 -0.492 0.312 -0.368
N -1.1772 0.8224 1.4363 3.003 -0.299 2.355 0.426
O -0.1227 0.2438 1.3151 4.382 -0.714 -0.182 -0.628
O -2.0600 0.2927 0.8557 -6.106 -1.134 -3.016 0.697
O -1.2778 1.7528 2.2288 -1.013 1.655 0.385 -0.883
```
Forces are in eV/Å.